DFT (wB97M-V/def2-TZVPD) results for a 2-piece molecular cluster, C4H12NO overall.

Results
Multiplicity: 1
Relative energy (zero: lowest compared OMol25 entry of this formula, charge and spin) (kcal per mole): 60.0
Net charge: +1
Lowest unoccupied orbital energy (eV): -5.06
Largest force on an atom (eV Å⁻¹): 5.1
Total energy (a.u.): -289.2792
Orbital gap (Eh): 0.3673
HOMO energy (eV): -15.06

The geometry in XYZ format:
```
18
Properties=species:S:1:pos:R:3:forces:R:3
C -0.8899 -2.1725 -0.0282 -2.9 0.3 0.8
C -1.0583 -0.7251 -0.5755 2.2 -0.5 -1.1
C -0.0194 0.3120 -0.0441 0.3 0.6 0.6
C -0.2198 2.7437 0.0005 -1.0 -0.4 0.3
N -0.7122 1.5918 0.3564 2.1 1.3 -2.1
H -1.4208 -2.8023 -0.7431 -0.7 0.1 0.1
H -1.4506 -2.2568 0.9560 1.2 -0.3 -1.0
H 0.0366 -2.7124 -0.1047 1.1 0.8 0.7
H -2.0812 -0.2753 -0.5392 0.7 -0.9 -0.1
H -0.7127 -0.9279 -1.6270 -1.0 1.0 0.5
H 0.7578 0.5700 -0.8194 -0.8 -0.3 1.2
H 0.4525 0.0857 0.9322 -0.1 -0.7 -0.9
H 0.7843 2.7687 -0.4451 -0.5 -0.5 -0.1
H -0.6949 3.7560 0.0385 -0.1 -1.3 0.7
H -1.5326 1.3489 0.8801 -0.9 1.0 0.2
H 2.9848 0.1158 1.1255 1.9 1.8 2.2
H 3.2461 -1.0104 0.0973 -1.9 1.7 1.3
O 2.5302 -0.4102 0.5399 0.6 -3.7 -3.5
```
Forces are in eV/Å.

Just the natural (NBO) charges please, in e? Sure, here they are:
1 C -0.6267
2 C -0.4344
3 C -0.2238
4 C 0.1129
5 N -0.3898
6 H 0.2321
7 H 0.2173
8 H 0.2419
9 H 0.2193
10 H 0.2372
11 H 0.2394
12 H 0.2485
13 H 0.2251
14 H 0.2477
15 H 0.4460
16 H 0.4732
17 H 0.4989
18 O -0.9648

=====

DFT (wB97M-V/def2-TZVPD) results for a 2-piece molecular cluster, C4H12NO overall.

Results
Multiplicity: 1
Relative energy (zero: lowest compared OMol25 entry of this formula, charge and spin) (kcal per mole): 6.5
Net charge: +1
Lowest unoccupied orbital energy (eV): -3.07
Largest force on an atom (eV Å⁻¹): 1.8
Total energy (a.u.): -289.3645
Orbital gap (Eh): 0.4792
HOMO energy (eV): -16.11

The geometry in XYZ format:
```
18
Properties=species:S:1:pos:R:3:forces:R:3
C 0.5923 0.9762 -0.6196 -0.9 -0.3 -1.2
N -0.0924 0.7336 0.6989 0.3 -1.0 -0.1
C 0.1871 -0.7316 1.0512 0.2 -0.3 -0.4
C 0.8084 -1.3640 -0.1898 1.7 0.5 0.3
C 1.6123 -0.1518 -0.7159 -0.1 0.2 0.5
H 0.9407 1.9984 -0.7234 0.2 0.0 0.3
H -0.2088 0.8482 -1.3513 0.2 0.0 -0.1
H 0.3441 1.3064 1.4066 -0.4 0.4 0.3
H -1.1126 0.8267 0.6464 -0.1 0.5 -0.2
H 0.9891 -0.6820 1.7786 -0.2 -0.2 0.4
H -0.6853 -1.2332 1.4466 -0.2 0.2 0.1
H 0.2325 -1.8552 -0.9661 -0.7 0.3 0.2
H 1.5173 -2.1055 0.1820 -0.1 -0.2 -0.1
H 2.3954 0.1304 -0.0107 0.2 -0.4 0.2
H 2.1382 -0.2902 -1.6554 -0.5 0.1 -0.3
H -3.6908 0.6390 0.3151 0.7 -0.4 -0.6
H -3.0551 0.6420 -1.0996 0.0 -0.2 0.5
O -2.9125 0.3128 -0.1935 -0.5 0.7 0.2
```
Forces are in eV/Å.

Just the natural (NBO) charges please, in e? Sure, here they are:
1 C -0.2230
2 N -0.5207
3 C -0.2222
4 C -0.4306
5 C -0.4192
6 H 0.2418
7 H 0.2143
8 H 0.4317
9 H 0.4754
10 H 0.2200
11 H 0.2489
12 H 0.2429
13 H 0.2487
14 H 0.2095
15 H 0.2629
16 H 0.5010
17 H 0.4945
18 O -0.9758

=====

DFT (wB97M-V/def2-TZVPD) results for a 2-piece molecular cluster, C4H12NO2 overall.

Results
Multiplicity: 1
Relative energy (zero: lowest compared OMol25 entry of this formula, charge and spin) (kcal per mole): 79.0
Net charge: -1
Lowest unoccupied orbital energy (eV): 3.68
Largest force on an atom (eV Å⁻¹): 5.3
Total energy (a.u.): -364.7296
Orbital gap (Eh): 0.2249
HOMO energy (eV): -2.44

The geometry in XYZ format:
```
19
Properties=species:S:1:pos:R:3:forces:R:3
C -1.3319 0.5153 1.2586 3.2 -2.7 -1.7
O -2.4965 0.4923 1.8176 0.3 0.9 -0.2
C -1.1755 -0.2984 -0.2022 -1.0 1.1 0.9
C 0.2521 -0.3654 -0.7711 -3.9 -1.1 -3.1
C 0.2976 -1.7857 -1.6462 2.7 4.6 -0.2
N 1.6013 -2.3886 -1.3739 1.3 0.7 -2.4
H -0.6609 1.4420 0.9139 -1.3 -0.2 1.2
H -0.4577 -0.2180 1.7830 -1.0 1.4 0.0
H -1.3488 -1.3509 0.0332 -1.2 0.2 0.0
H -1.9396 0.2184 -0.8320 0.4 -0.9 0.0
H 0.3397 0.4405 -1.5486 0.8 -0.4 1.3
H 0.7575 -0.3413 0.1351 2.3 0.0 1.2
H 0.3036 -1.2411 -2.6680 -0.7 -2.1 1.1
H -0.4286 -2.4832 -1.2962 -1.3 0.0 -0.6
H 1.3799 -2.9685 -0.6319 0.6 -1.8 1.6
H 2.1202 -2.8685 -2.1438 -1.1 0.4 1.0
H 1.3748 3.6897 2.5061 -1.2 1.0 -0.1
H 0.2711 4.9134 2.4545 -0.2 -0.9 0.3
O 1.1418 4.5981 2.2119 1.3 -0.2 -0.2
```
Forces are in eV/Å.

Just the natural (NBO) charges please, in e? Sure, here they are:
1 C 0.0802
2 O -0.8821
3 C -0.4644
4 C -0.4281
5 C -0.2257
6 N -0.8659
7 H 0.0310
8 H -0.0277
9 H 0.1576
10 H 0.1759
11 H 0.1818
12 H 0.2086
13 H 0.1892
14 H 0.1779
15 H 0.3455
16 H 0.3474
17 H 0.4924
18 H 0.4817
19 O -0.9755

=====

DFT (wB97M-V/def2-TZVPD) results for a 2-piece molecular cluster, C4H12NO2 overall.

Results
Multiplicity: 1
Relative energy (zero: lowest compared OMol25 entry of this formula, charge and spin) (kcal per mole): 32.5
Net charge: -1
Lowest unoccupied orbital energy (eV): 3.96
Largest force on an atom (eV Å⁻¹): 3.4
Total energy (a.u.): -364.8038
Orbital gap (Eh): 0.2355
HOMO energy (eV): -2.45

The geometry in XYZ format:
```
19
Properties=species:S:1:pos:R:3:forces:R:3
C -1.1601 1.3290 -0.0045 -0.8 1.1 1.4
O -0.8146 2.1687 0.9903 0.8 0.1 0.5
C -0.3247 -0.0444 -0.0008 1.4 1.9 -2.4
C -1.1453 -1.2734 -0.3926 -1.6 1.2 -0.4
C -0.3921 -2.3090 -1.2046 0.9 1.4 0.3
N 0.4950 -0.1513 1.2256 -0.7 -1.0 -0.8
H -0.9577 1.8564 -0.9699 -0.4 -0.7 -0.4
H -2.2895 1.2085 0.1174 0.4 -0.9 -0.8
H 0.3723 0.2421 -0.9244 -0.9 -1.3 1.9
H -2.0263 -0.7788 -0.9250 0.9 -1.0 0.3
H -1.5821 -1.7801 0.4736 0.0 0.3 0.3
H 0.3635 -2.6425 -0.4701 0.0 -0.5 -0.9
H -0.9465 -3.0739 -1.7090 -0.6 -0.8 0.4
H 0.0720 -1.7697 -2.0321 0.5 0.0 0.1
H -0.2602 -0.2995 1.8977 0.7 0.2 0.5
H 0.8677 0.7838 1.4134 -0.8 0.1 0.1
H 2.5214 1.1931 -0.6855 -0.4 0.0 0.3
H 2.2962 -0.0510 0.2680 -0.3 0.3 -0.2
O 2.8690 0.3452 -0.4101 0.9 -0.4 -0.1
```
Forces are in eV/Å.

Just the natural (NBO) charges please, in e? Sure, here they are:
1 C -0.0427
2 O -0.9744
3 C -0.0907
4 C -0.4137
5 C -0.6140
6 N -0.9005
7 H 0.0837
8 H 0.0757
9 H 0.1537
10 H 0.1980
11 H 0.1825
12 H 0.2118
13 H 0.1897
14 H 0.1996
15 H 0.3600
16 H 0.3936
17 H 0.4710
18 H 0.5018
19 O -0.9850

=====

DFT (wB97M-V/def2-TZVPD) results for a 2-piece molecular cluster, C4H12NO2 overall.

Results
Multiplicity: 1
Relative energy (zero: lowest compared OMol25 entry of this formula, charge and spin) (kcal per mole): 56.1
Net charge: -1
Lowest unoccupied orbital energy (eV): 3.83
Largest force on an atom (eV Å⁻¹): 5.6
Total energy (a.u.): -364.7661
Orbital gap (Eh): 0.2430
HOMO energy (eV): -2.78

The geometry in XYZ format:
```
19
Properties=species:S:1:pos:R:3:forces:R:3
C 1.8889 -0.0891 0.7601 2.9 0.7 -0.7
N 0.9017 -0.8700 0.1482 -3.2 3.9 -1.9
C -1.4988 -1.6907 0.5739 0.2 3.0 1.3
C -0.4871 -0.4485 0.4875 -1.5 2.2 0.5
C -1.1924 0.8420 -0.5282 3.3 -2.0 2.4
O -0.7806 2.0693 -0.1876 -0.6 -0.4 -0.2
H 1.7579 0.0851 1.8773 0.3 -0.1 -1.1
H 2.8971 -0.5926 0.4689 -1.3 0.7 1.1
H 1.9782 0.8842 0.1831 -0.4 -0.8 1.2
H 0.8096 -1.7537 0.3901 1.1 -5.3 1.5
H -1.0909 -2.5193 1.0610 0.9 -1.3 1.5
H -1.5705 -2.0561 -0.3878 -0.8 -0.5 -2.5
H -2.5266 -1.4984 1.0429 1.6 0.1 -0.8
H -0.4447 0.1909 1.4100 -0.2 -0.9 -0.1
H -2.1573 0.4576 -0.3284 -2.0 0.6 -0.2
H -0.7524 0.3774 -1.3846 -0.1 0.2 -1.8
H 0.1787 2.4506 -1.2839 0.2 -0.6 -0.5
H 1.3013 1.6951 -2.1587 0.9 -1.7 0.2
O 0.7880 2.4663 -2.1438 -1.1 2.2 0.2
```
Forces are in eV/Å.

Just the natural (NBO) charges please, in e? Sure, here they are:
1 C -0.4086
2 N -0.6486
3 C -0.6483
4 C -0.1163
5 C 0.0063
6 O -0.8984
7 H 0.1558
8 H 0.1694
9 H 0.2193
10 H 0.3342
11 H 0.1766
12 H 0.1936
13 H 0.2072
14 H 0.1515
15 H 0.0996
16 H 0.1130
17 H 0.5071
18 H 0.4386
19 O -1.0519

=====

DFT (wB97M-V/def2-TZVPD) results for an isolated ion of composition C4H12NO2 and charge +1.

Results
Multiplicity: 1
Relative energy (zero: lowest compared OMol25 entry of this formula, charge and spin) (kcal per mole): 33.7
Net charge: +1
Lowest unoccupied orbital energy (eV): -3.53
Largest force on an atom (eV Å⁻¹): 1.3
Total energy (a.u.): -364.5815
Orbital gap (Eh): 0.3909
Structure (SMILES): [NH3+][C@H](CO)CCO
HOMO energy (eV): -14.17

The geometry in XYZ format:
```
19
Properties=species:S:1:pos:R:3:forces:R:3
N 0.4977 1.8499 -0.8469 -0.4 0.9 -0.4
C 0.4990 0.4114 -0.4196 0.3 -0.5 -0.5
C -0.7080 -0.2166 -1.0971 -0.4 0.2 0.2
O -0.8165 0.1709 -2.4532 0.3 0.4 -0.1
C 0.4989 0.3259 1.0840 -0.3 -0.4 0.0
C 0.6524 -1.1010 1.6575 -0.3 1.1 0.5
O -0.6321 -1.5044 2.0922 0.1 -0.3 -0.1
H -0.3028 2.3726 -0.4763 0.0 -0.2 0.4
H 0.3483 1.9165 -1.8624 0.1 -0.3 0.0
H 1.3354 2.3767 -0.6012 0.1 -0.2 0.1
H 1.3999 -0.0175 -0.8676 0.2 0.1 0.2
H -1.5935 0.1513 -0.5764 -0.2 0.0 -0.2
H -0.7211 -1.2907 -0.9800 0.2 -0.4 0.1
H -0.0607 -0.1454 -2.9703 -0.3 -0.3 0.1
H 1.2857 0.9635 1.4752 0.1 0.1 0.1
H -0.4775 0.6801 1.4296 0.2 0.2 0.2
H 1.0791 -1.7767 0.9246 0.2 -0.3 -0.1
H 1.3060 -0.9898 2.5243 0.2 -0.4 -0.1
H -0.5229 -2.2261 2.7239 -0.2 0.0 -0.1
```
Forces are in eV/Å.

Just the natural (NBO) charges please, in e? Sure, here they are:
1 N -0.6756
2 C -0.0616
3 C -0.0929
4 O -0.7112
5 C -0.4508
6 C -0.0598
7 O -0.7196
8 H 0.4397
9 H 0.4586
10 H 0.4435
11 H 0.2145
12 H 0.1990
13 H 0.2190
14 H 0.4804
15 H 0.2243
16 H 0.2410
17 H 0.1705
18 H 0.1909
19 H 0.4900